Computed, not measured: a structure of composition C24H27F5NO3PtS4 in a non-equilibrium geometry, with the ωB97M-V functional and the def2-TZVPD basis.

Calculated values
Maximum force ... 1.6 eV Å⁻¹
Multiplicity ... 1
E_HOMO ... -5.39 eV
Energy above the lowest of the compared OMol25 structures with the same formula, charge and spin ... 34.8 kcal/mol
Total charge ... -1

Cartesian coordinates (Å):
Pt (0.0776, 0.0314, 1.1207)
C (-3.8383, 0.0829, 0.0030)
C (-3.7569, -0.0777, 1.5207)
S (-2.1078, -0.1739, 2.3156)
C (-2.0337, 1.4021, 3.2028)
C (-2.0347, 2.6388, 2.3163)
S (-0.5410, 2.7585, 1.2841)
C (-1.2054, 3.0493, -0.3905)
C (-1.9125, 1.8616, -1.0255)
S (-3.6767, 1.7842, -0.5958)
H (-4.8240, -0.2414, -0.3324)
H (-3.1041, -0.5330, -0.5087)
H (-4.2223, -1.0213, 1.8094)
H (-4.2854, 0.7351, 2.0185)
H (-1.1137, 1.3229, 3.7832)
H (-2.8750, 1.4431, 3.8980)
H (-2.0687, 3.5215, 2.9572)
H (-2.8959, 2.6505, 1.6530)
H (-0.3188, 3.2973, -0.9755)
H (-1.8467, 3.9307, -0.3507)
H (-1.4509, 0.9362, -0.6724)
H (-1.8267, 1.8810, -2.1116)
F (1.8234, 1.5706, 3.3815)
C (1.6105, 0.2916, 3.7446)
C (0.8363, -0.5488, 2.9622)
C (0.6991, -1.8396, 3.4336)
F (-0.0104, -2.7535, 2.7314)
C (1.2526, -2.2795, 4.6237)
F (1.0755, -3.5391, 5.0497)
C (1.9990, -1.4014, 5.3852)
F (2.5314, -1.8001, 6.5480)
C (2.1853, -0.1055, 4.9403)
F (2.9135, 0.7448, 5.6789)
C (4.0836, 0.1123, -2.4455)
C (4.2191, 0.2661, -0.9266)
C (5.0336, -0.9069, -0.3610)
C (4.9268, 1.5859, -0.5925)
C (2.8869, 0.2534, -0.2976)
C (1.7681, 0.2166, 0.1697)
H (5.0727, 0.0535, -2.9071)
H (3.5493, 0.9604, -2.8752)
H (3.5317, -0.7955, -2.6918)
H (6.0317, -0.9197, -0.8066)
H (4.5409, -1.8548, -0.5804)
H (5.1329, -0.8178, 0.7214)
H (5.9452, 1.5830, -0.9900)
H (4.9716, 1.7293, 0.4876)
H (4.3854, 2.4296, -1.0222)
N (-0.5944, -1.9248, -0.4188)
C (-1.1384, -1.7175, -1.7243)
C (-0.4988, -0.8542, -2.6084)
C (-1.0749, -0.5746, -3.8350)
C (-2.2984, -1.1376, -4.1892)
C (-2.9224, -2.0119, -3.3173)
C (-2.3381, -2.3100, -2.0897)
S (-3.0569, -0.6919, -5.7557)
O (-4.4370, -1.1333, -5.6189)
O (-2.2826, -1.4251, -6.7447)
O (-2.8828, 0.7525, -5.8136)
H (-1.1174, -2.6094, 0.1101)
H (0.3856, -2.1781, -0.4368)
H (0.4278, -0.3776, -2.3027)
H (-0.6010, 0.1103, -4.5268)
H (-3.8728, -2.4400, -3.6076)
H (-2.8312, -2.9915, -1.4015)

Cartesian forces (eV/Å) of the 6 atoms listed first:
Pt -1.5 -0.3 0.4
C 0.1 0.3 0.2
C 0.2 -0.1 -0.3
S 0.6 0.2 0.1
C -0.1 0.0 -0.1
C 0.2 0.1 0.1